(1)
Entry from the OMol25 dataset: a structure of composition C57H47N4O2P3Ti in a non-equilibrium geometry (ωB97M-V/def2-TZVPD).

total charge: +2
calculated total energy: -120901.7242 eV
gap between HOMO and LUMO: 6.85 eV
HOMO level: -12.88 eV
strongest force on any atom: 0.032 Eh/bohr
energy relative to the best compared isomer or geometry (same formula, charge and spin): 44.2 kJ/mol
LUMO: -6.03 eV

Last column: Löwdin charge in e.
Geometry (Å):
Ti  0.110413  0.141847  -0.420884  0.83
P  -2.599201  -0.194394  -1.026416  1.09
P  -0.965316  -0.396853  1.957236  1.09
P  2.417528  -0.536805  -1.554789  1.10
O  0.283999  4.106937  -0.160065  0.18
O  -0.188421  1.933716  -0.560778  -0.21
N  -0.431267  0.161501  -2.615009  -0.01
N  0.135999  -1.820456  -0.407515  -0.16
N  1.609767  1.078318  0.979247  0.05
N  -2.199637  -1.244607  -2.332550  -0.07
C  0.536808  0.226471  4.332955  -0.08
C  3.336473  2.684208  2.457763  0.05
C  0.813920  -2.663003  -1.304366  -0.37
C  4.074065  -2.462760  -0.330679  -0.08
C  0.487722  -3.954693  -1.043791  -0.02
C  6.001153  -0.602156  0.401170  -0.05
C  2.500282  0.488044  1.836719  -0.25
C  -4.190441  -2.431025  -0.492871  -0.12
C  -1.514278  -2.087900  1.503007  -0.26
C  -2.388368  0.708499  2.214531  -0.38
C  -3.070574  2.992404  2.608112  -0.06
C  0.356357  0.729969  -4.804288  -0.03
C  -0.448774  -0.537011  3.722325  -0.31
C  4.414698  0.662399  -4.896700  -0.05
C  -4.695694  1.222015  2.665889  -0.06
C  -0.644183  -2.654391  0.411247  -0.37
C  -1.231854  -0.771981  -3.167783  -0.40
C  -0.334875  -0.362588  -5.332319  -0.02
C  -4.147833  2.562979  -3.623445  -0.05
C  0.495230  2.949520  0.011039  -0.51
C  3.384013  1.284504  2.601403  -0.16
C  -3.202094  2.487823  -1.011884  -0.09
C  -3.192187  1.334455  -1.790612  -0.36
C  2.418913  3.250763  1.615823  0.04
C  2.497980  -0.913158  2.009015  -0.05
C  3.885297  -1.116458  -0.635137  -0.34
C  -6.512135  -2.348857  0.116960  -0.05
C  -4.163445  3.712691  -2.842498  -0.05
C  -0.432289  -3.949755  0.060064  -0.02
C  5.229257  -2.876175  0.318426  -0.06
C  -2.079093  2.065943  2.336198  -0.11
C  3.342782  -1.487577  2.909825  -0.03
C  1.739722  -2.054396  -2.318034  -0.24
C  -1.147308  -1.116371  -4.518020  0.01
C  4.236003  -0.700333  3.676146  -0.03
C  -4.144217  -1.032851  -0.534777  -0.34
C  -1.252791  -1.357121  4.521119  -0.09
C  0.751599  0.141769  5.703097  -0.05
C  3.956470  2.636194  -3.594295  -0.05
C  1.572862  2.399317  0.906246  -0.20
C  3.299133  1.856220  -2.653467  -0.12
C  -3.667121  1.373544  -3.098457  -0.07
C  3.762850  -0.118027  -3.954100  -0.07
C  -3.696427  3.674199  -1.536320  -0.05
C  3.193116  0.479211  -2.833047  -0.38
C  -1.034323  -1.445924  5.885268  -0.05
C  6.193315  -1.948854  0.684322  -0.06
C  4.259390  0.652538  3.522509  -0.01
C  -3.699229  0.289826  2.397517  -0.09
C  -5.299961  -0.302646  -0.268746  -0.09
C  -5.369963  -3.084660  -0.169690  -0.05
C  -4.386873  2.569149  2.764748  -0.05
C  -6.474905  -0.962736  0.061043  -0.05
C  0.280093  0.946097  -3.456035  -0.12
C  4.855542  -0.187969  -0.258292  -0.08
C  4.509747  2.037361  -4.718876  -0.05
C  -0.021582  -0.703681  6.479527  -0.05
H  0.795937  1.773093  -2.991131  0.11
H  -3.960342  -0.760301  2.343427  0.11
H  -2.822428  2.468402  0.004293  0.08
H  -5.397422  -4.165879  -0.148909  0.12
H  -2.820040  4.040729  2.701880  0.12
H  3.318971  -3.199776  -0.566482  0.10
H  4.034553  3.705719  -3.452698  0.12
H  -5.165573  3.288833  2.978858  0.12
H  -4.539289  4.638843  -3.256157  0.11
H  -0.271309  -0.590144  -6.388675  0.13
H  0.148409  -0.773189  7.545436  0.12
H  -1.486963  -2.744388  2.370787  0.09
H  2.541017  -2.743355  -2.581385  0.10
H  -0.872523  -4.815230  0.531144  0.12
H  -5.291603  0.777788  -0.320746  0.11
H  -4.518603  2.590423  -4.639327  0.11
H  -3.704117  4.568869  -0.928178  0.12
H  -2.882436  -1.891540  -2.701953  0.12
H  3.705145  -1.190195  -4.098223  0.11
H  5.372963  -3.925791  0.538228  0.12
H  -2.073863  -1.918615  4.093670  0.10
H  3.328012  -2.560631  3.046783  0.13
H  2.861802  2.331470  -1.780198  0.10
H  -7.434406  -2.856870  0.364974  0.12
H  -1.052043  2.403707  2.238207  0.10
H  -7.369062  -0.388398  0.263985  0.12
H  4.733084  0.863096  -0.496990  0.11
H  -1.764586  -1.914617  -4.907560  0.13
H  5.022011  2.641938  -5.455226  0.12
H  4.896945  -1.178995  4.385883  0.12
H  4.855184  0.196822  -5.768200  0.12
H  0.866352  -4.823073  -1.560796  0.12
H  1.232034  -1.775569  -3.245323  0.08
H  -3.682632  0.479929  -3.710415  0.11
H  -5.715395  0.886925  2.804844  0.12
H  4.013901  3.300661  3.036247  0.14
H  6.753297  0.124085  0.679598  0.12
H  1.522956  0.747478  6.160363  0.11
H  7.096703  -2.274225  1.182846  0.12
H  1.128597  0.926366  3.765141  0.09
H  -1.663731  -2.087639  6.487021  0.12
H  0.949060  1.386809  -5.423406  0.12
H  4.932698  1.267186  4.106527  0.13
H  -3.309689  -3.022469  -0.722330  0.10
H  -2.555387  -2.018937  1.198779  0.04
H  2.313959  4.318200  1.483133  0.14
H  1.813995  -1.519838  1.428268  0.10

Atoms 1-3, force components in eV/Å:
Ti 0.142 -0.170 0.478
P -0.084 -0.042 -0.188
P -0.278 0.054 0.078

---

(2)
Entry from the OMol25 dataset: a structure of composition C51H53BrN6O2P2Y in a non-equilibrium geometry (ωB97M-V/def2-TZVPD).

total charge: +1
calculated total energy: -156437.7510 eV
gap between HOMO and LUMO: 4.33 eV
HOMO level: -9.20 eV
strongest force on any atom: 0.072 Eh/bohr
energy relative to the best compared isomer or geometry (same formula, charge and spin): 225.0 kJ/mol
LUMO: -4.87 eV

Last column: Löwdin charge in e.
Geometry (Å):
Y  13.147775  14.502430  12.572491  1.34
Br  13.517624  11.667746  12.152367  0.75
P  13.438563  18.668439  13.541902  1.08
P  15.776204  16.040923  9.115794  1.06
O  11.400392  15.734328  12.273258  -0.37
O  9.276357  16.068774  8.666238  0.06
N  14.888331  15.917575  12.161958  -0.09
N  11.143930  13.134104  16.103483  -0.19
N  12.771841  14.344410  14.917879  0.02
N  12.135268  13.956375  10.527949  -0.12
N  11.539904  15.110087  9.901403  0.00
N  13.344150  12.315834  15.941404  -0.13
C  9.424536  19.267217  11.186923  -0.09
C  16.547041  13.966318  7.390902  -0.09
C  9.349242  17.098881  9.545042  -0.29
C  10.975782  12.909640  17.539174  -0.04
C  14.417028  21.285661  14.282536  -0.06
C  19.542251  16.547490  7.579747  -0.08
C  14.464326  15.219744  6.815121  -0.10
C  20.293263  16.620061  8.765438  -0.09
C  12.262823  11.589213  10.519812  -0.44
C  12.199161  10.274788  10.119015  -0.08
C  11.091220  19.566817  14.803423  -0.11
C  14.520779  17.316172  14.294526  -0.32
C  10.709503  19.833768  17.180288  -0.08
C  12.909744  10.929430  16.303652  -0.02
C  10.016068  13.212790  15.219424  -0.05
C  11.888469  12.835401  9.915320  -0.13
C  19.656857  16.684118  10.008732  -0.08
C  16.115483  14.622037  10.405988  -0.30
C  8.734967  9.238518  9.353907  -0.07
C  10.097663  7.283620  9.459824  -0.07
C  10.255871  20.015774  15.834058  -0.05
C  15.742110  19.918432  12.676621  -0.11
C  11.044875  9.468459  9.799952  -0.21
C  18.160076  16.561630  7.644387  -0.11
C  10.134526  18.137800  11.540331  0.00
C  9.809321  10.083268  9.539949  -0.01
C  16.242349  22.302842  13.016572  -0.08
C  10.063413  17.000616  10.682605  -0.13
C  8.624596  19.299564  10.053338  -0.08
C  12.816963  18.974434  16.326179  -0.10
C  12.361758  19.012362  14.997285  -0.39
C  15.110638  13.225940  5.584409  -0.10
C  15.575551  14.980381  7.663212  -0.43
C  17.509761  16.585104  8.885471  -0.38
C  12.437743  13.269917  15.608094  -0.45
C  15.983322  15.131725  11.768115  -0.48
C  14.784386  12.621046  15.951689  -0.02
C  8.548366  18.215382  9.212260  0.01
C  16.456883  15.724868  13.873656  -0.07
C  11.953662  19.306549  17.372122  -0.11
C  14.618647  20.061186  13.556585  -0.36
C  8.838640  7.861510  9.367391  -0.04
C  16.213975  13.088493  6.378506  -0.12
C  15.250120  16.336279  13.440808  -0.43
C  18.265654  16.681660  10.066772  -0.12
C  11.198812  8.063408  9.713449  -0.02
C  15.177578  22.387023  13.883359  -0.11
C  10.677559  15.699052  11.003995  -0.35
C  14.247878  14.359053  5.714341  -0.06
C  16.552418  21.020481  12.450676  -0.09
C  16.976296  15.056765  12.777647  -0.07
H  11.854961  10.714353  16.098538  0.09
H  12.212256  15.187480  15.048491  0.07
H  15.116833  12.982625  16.904474  0.09
H  13.834725  16.784088  14.981891  0.05
H  9.443015  12.238816  15.181577  0.10
H  10.263234  13.653583  14.222731  0.08
H  9.855805  14.937354  11.149420  0.16
H  13.849108  18.688778  16.507968  0.10
H  16.935042  15.907837  14.811462  0.10
H  7.973742  18.237564  8.293217  0.12
H  13.443954  10.300157  15.550752  0.09
H  13.761649  21.443815  15.077731  0.08
H  17.419240  20.959593  11.780162  0.10
H  9.643262  11.154707  9.509767  0.12
H  9.514607  20.155070  11.771797  0.09
H  20.094133  16.413606  6.645443  0.11
H  17.115149  14.241130  10.173901  0.08
H  17.764877  16.775817  11.056040  0.10
H  7.816883  9.815519  9.278208  0.12
H  10.044677  15.517003  8.767020  0.05
H  9.337855  13.947091  15.761797  0.11
H  21.391160  16.574547  8.652333  0.11
H  10.723834  19.599642  13.772967  0.07
H  10.652927  18.074806  12.457324  0.04
H  10.385665  13.635488  18.068375  0.09
H  7.936454  7.199021  9.247568  0.14
H  11.908549  12.881654  18.059199  0.09
H  17.877742  14.581296  12.510876  0.09
H  12.278529  15.781199  9.678288  0.13
H  17.484076  13.909655  7.981770  0.12
H  13.192332  9.807638  10.103841  0.12
H  8.152791  20.262388  9.908162  0.11
H  16.774171  23.168851  12.581134  0.11
H  17.498091  16.432960  6.814127  0.09
H  13.451228  14.492814  4.964597  0.11
H  10.121736  19.933345  18.077083  0.10
H  20.171127  16.713585  10.997515  0.12
H  14.844308  23.360866  14.233475  0.10
H  13.142587  10.684867  17.340468  0.10
H  15.447975  13.700060  10.259380  0.08
H  10.541778  11.944485  17.660831  0.08
H  15.351213  17.716913  14.901217  0.10
H  12.146797  7.468682  9.912431  0.15
H  15.012797  12.476195  4.809120  0.10
H  12.214248  19.006344  18.391617  0.11
H  10.240941  6.230348  9.335579  0.11
H  13.869360  16.047773  7.085781  0.07
H  9.306464  20.499935  15.633368  0.10
H  11.310790  12.699839  8.958080  0.17
H  15.895180  18.966196  12.138834  0.10
H  15.287196  11.699578  15.754615  0.08
H  16.825815  12.154157  6.296343  0.12
H  15.019029  13.438543  15.241911  0.07

Atoms 1-3, force components in eV/Å:
Y -0.096 2.177 0.640
Br -0.301 0.098 -1.224
P 0.230 -0.540 0.177

---

(3)
Entry from the OMol25 dataset: a structure of composition C14H30CrNO3P2 in a non-equilibrium geometry (ωB97M-V/def2-TZVPD).

total charge: +1
expectation value of S²: 6.0211
calculated total energy: -69632.6459 eV
gap between HOMO and LUMO (alpha / beta): 7.61 / 8.56 eV
HOMO level (alpha / beta): -10.38 / -11.51 eV
strongest force on any atom: 0.029 Eh/bohr
energy relative to the best compared isomer or geometry (same formula, charge and spin): 46.6 kJ/mol
2S+1: 5
LUMO (alpha / beta): -2.78 / -2.95 eV

Last column: Löwdin spin population.
Geometry (Å):
Cr  0.086484  0.151282  0.211010  3.70
P  2.143762  -1.087144  0.383388  0.03
P  -2.139438  0.536627  -0.555206  0.04
O  -0.932633  5.032174  -0.612230  0.00
O  2.024063  3.223595  -2.498940  0.00
O  0.060537  0.830390  1.923922  0.12
N  -0.027656  -1.178332  -1.535471  0.01
C  3.651418  -0.265410  0.957147  0.01
C  -3.499073  0.720313  0.624312  0.01
C  1.105295  -1.724133  -2.046750  0.01
C  -1.218330  -1.514857  -2.089839  0.01
C  1.080968  -2.592118  -3.127551  0.00
C  1.008499  0.213972  4.022850  0.00
C  -1.300327  -2.320491  -3.214820  0.00
C  2.123000  -2.705714  1.233912  0.00
C  -2.508652  -0.932464  -1.538644  0.00
C  -0.171009  0.055366  3.080128  0.02
C  2.432708  -1.453177  -1.359472  0.00
C  -2.217940  1.916928  -1.734152  0.01
C  -0.136375  -2.869684  -3.757412  0.01
C  -1.422501  0.565461  3.770702  0.00
H  1.998235  -2.549713  2.316767  0.00
H  -1.326757  5.930253  -0.490076  0.00
H  -2.287096  -2.516798  -3.642745  0.00
H  -0.176760  -3.498293  -4.644363  0.00
H  -3.199527  1.940908  -2.230764  0.00
H  -0.291138  -1.010254  2.824292  0.01
H  3.060021  -3.251439  1.040703  0.00
H  -1.002379  4.598924  0.261998  0.00
H  1.095902  1.275497  4.271014  0.00
H  -3.299297  1.602983  1.251198  0.00
H  0.880771  -0.346124  4.952614  0.00
H  -1.244456  1.607197  4.051512  0.00
H  3.530355  0.016375  2.014805  0.00
H  3.789676  0.663333  0.385057  0.00
H  3.085575  -2.340542  -1.411472  0.00
H  -1.659674  0.002270  4.675668  0.00
H  -3.536437  -0.147557  1.297691  0.00
H  1.661886  3.981299  -1.990894  0.00
H  -4.461062  0.829830  0.099814  0.00
H  -1.421664  1.813692  -2.484764  0.00
H  -2.291953  0.539972  3.111921  0.00
H  2.024471  -3.025587  -3.469983  0.00
H  1.273079  -3.321480  0.911445  0.00
H  -3.169365  -0.627639  -2.365751  0.00
H  4.518452  -0.933687  0.826121  0.00
H  -3.049734  -1.677710  -0.930636  0.00
H  -2.009499  2.869392  -1.224072  0.00
H  1.945075  -0.099967  3.557837  0.00
H  2.947156  -0.588430  -1.830174  0.00
H  2.473346  3.660686  -3.271668  0.00

Atoms 1-3, force components in eV/Å:
Cr 0.022 -0.824 -0.037
P -0.031 0.402 0.961
P 0.181 0.740 0.704

---

(4)
Entry from the OMol25 dataset: a structure of composition C7H10N2 in a non-equilibrium geometry (ωB97M-V/def2-TZVPD).

calculated total energy: -10396.6723 eV
gap between HOMO and LUMO: 8.98 eV
HOMO level: -7.98 eV
strongest force on any atom: 0.109 Eh/bohr
energy relative to the best compared isomer or geometry (same formula, charge and spin): 476.5 kJ/mol
LUMO: 1.01 eV

Last column: natural (NBO) charge in e.
Geometry (Å):
N  0.541265  -1.001544  -0.089013  -0.25
N  1.745976  -0.871394  0.373694  -0.20
C  -0.357566  1.494905  0.508410  -0.18
C  -0.282050  1.285010  -0.821318  -0.22
C  -1.477070  -0.997015  -0.656706  -0.40
C  2.546764  0.088570  -0.126711  -0.24
C  -0.706002  0.232577  1.399539  -0.45
C  -0.193913  -0.281768  -1.236016  -0.11
C  -0.640667  -1.050433  0.610549  -0.05
H  -0.734702  -1.990581  1.220509  0.20
H  -1.783625  -2.004837  -0.998071  0.22
H  0.158829  -0.298730  -2.325353  0.22
H  -0.346604  2.061851  -1.548487  0.21
H  -1.608345  0.388031  1.992294  0.23
H  -0.402658  2.506035  0.874143  0.21
H  3.463042  0.028837  0.421257  0.20
H  0.223573  -0.020343  2.140836  0.22
H  2.268997  0.778213  -1.109488  0.18
H  -2.415239  -0.347382  -0.630071  0.21

Atoms 1-3, force components in eV/Å:
N 0.593 -0.432 -5.580
N 2.218 3.796 -0.221
C -1.248 -1.801 -1.013